1.
{
  "formula": "C49H61BaN5OTe",
  "method": "ωB97M-V/def2-TZVPD",
  "total_charge": -2,
  "homo_energy_ev": [0.2, 0.2],
  "elements": ["Ba", "C", "C", "C", "C", "C", "C", "C", "N", "C", "C", "C", "C", "C", "C", "C", "C", "C", "C", "N", "C", "C", "C", "N", "C", "C", "C", "C", "C", "C", "C", "C", "C", "C", "C", "C", "C", "C", "N", "C", "C", "H", "H", "H", "H", "H", "H", "H", "H", "H", "H", "H", "H", "H", "H", "H", "H", "H", "H", "H", "H", "H", "H", "H", "H", "H", "H", "H", "H", "H", "H", "H", "H", "H", "H", "H", "H", "H", "H", "H", "H", "H", "H", "H", "H", "N", "C", "O", "C", "C", "H", "H", "H", "H", "H", "H", "C", "Te", "C", "H", "H", "H", "H", "H", "H", "C", "C", "C", "C", "C", "C", "C", "C", "H", "H", "H", "H", "H"],
  "xyz": [[12.923, 13.904, 13.433], [14.327, 6.841, 12.823], [14.311, 8.067, 13.783], [14.561, 9.429, 13.205], [15.772, 10.115, 13.199], [17.136, 9.584, 13.631], [17.956, 10.465, 14.623], [15.521, 11.437, 12.590], [14.133, 11.581, 12.385], [13.529, 10.372, 12.672], [12.210, 10.023, 12.521], [11.137, 10.929, 12.113], [9.993, 10.460, 11.246], [9.897, 9.041, 10.627], [9.241, 7.954, 11.499], [9.270, 11.595, 10.921], [9.728, 12.711, 11.951], [9.780, 14.091, 11.249], [10.803, 14.884, 10.746], [12.122, 15.065, 11.132], [12.772, 15.788, 10.142], [14.146, 16.114, 10.025], [15.160, 15.337, 10.591], [14.923, 14.241, 11.476], [16.159, 13.596, 11.585], [16.467, 12.479, 12.345], [17.171, 14.408, 10.898], [16.532, 15.474, 10.307], [17.119, 16.642, 9.561], [17.253, 17.894, 10.443], [18.609, 14.032, 10.677], [18.610, 13.016, 9.521], [11.751, 16.372, 9.218], [10.589, 15.716, 9.475], [9.336, 15.757, 8.657], [9.683, 15.509, 7.184], [12.080, 17.482, 8.239], [13.199, 17.244, 7.241], [11.090, 12.235, 12.374], [8.315, 11.896, 9.838], [8.722, 11.660, 8.350], [14.098, 5.929, 13.296], [13.526, 6.986, 12.128], [15.218, 6.797, 12.179], [13.334, 8.057, 14.289], [15.011, 7.961, 14.594], [16.854, 8.634, 14.063], [17.720, 9.399, 12.745], [17.373, 11.254, 15.050], [18.224, 9.817, 15.459], [18.880, 10.936, 14.235], [11.958, 8.985, 12.725], [9.316, 9.222, 9.680], [10.884, 8.594, 10.351], [8.178, 8.049, 11.422], [9.522, 7.000, 11.081], [9.607, 7.972, 12.542], [8.810, 14.527, 11.075], [14.461, 17.010, 9.489], [17.476, 12.236, 12.578], [18.173, 16.428, 9.316], [16.500, 16.938, 8.706], [17.825, 17.769, 11.349], [17.626, 18.750, 9.895], [16.256, 18.098, 10.854], [19.148, 14.923, 10.333], [19.094, 13.680, 11.584], [18.207, 13.428, 8.581], [19.597, 12.612, 9.325], [17.967, 12.112, 9.747], [8.651, 14.970, 8.982], [8.777, 16.673, 8.854], [9.962, 14.461, 7.064], [8.872, 15.747, 6.548], [10.578, 15.992, 6.906], [11.220, 17.866, 7.737], [12.398, 18.379, 8.821], [12.844, 17.328, 6.202], [14.012, 17.936, 7.378], [13.518, 16.173, 7.249], [7.336, 11.401, 9.900], [8.032, 12.927, 9.956], [9.036, 10.627, 8.156], [7.924, 11.953, 7.664], [9.576, 12.323, 8.190], [10.533, 12.433, 15.392], [9.975, 13.622, 15.000], [10.638, 14.681, 15.203], [8.662, 13.637, 14.265], [8.685, 12.596, 13.130], [11.392, 12.540, 15.944], [10.050, 11.569, 15.228], [8.500, 14.668, 13.978], [7.791, 13.411, 14.933], [7.721, 12.562, 12.628], [8.719, 11.613, 13.593], [14.101, 18.746, 17.034], [12.868, 17.170, 16.115], [12.065, 16.773, 18.097], [13.430, 19.417, 17.581], [14.738, 19.282, 16.309], [14.715, 18.232, 17.780], [11.892, 15.678, 18.241], [11.084, 17.258, 18.206], [12.694, 17.228, 18.857], [13.860, 15.227, 16.363], [15.064, 14.844, 16.062], [16.459, 14.582, 16.139], [17.287, 14.816, 15.034], [18.662, 14.683, 15.161], [19.233, 14.554, 16.417], [18.443, 14.210, 17.495], [17.063, 14.187, 17.359], [16.874, 15.054, 14.030], [19.321, 14.757, 14.295], [20.317, 14.777, 16.455], [18.840, 13.951, 18.476], [16.358, 13.836, 18.092]],
  "mulliken_charge": [1.51, -1.19, -1.25, 0.26, -0.11, -0.74, -1.15, 0.71, -0.84, 0.20, -1.30, 0.02, 0.42, -0.61, -1.39, -1.01, 2.95, -2.36, 0.04, 0.18, -0.01, -0.77, 0.34, 0.27, -0.62, -0.42, 0.92, 0.13, -0.88, -1.26, -1.09, -1.23, 0.43, 0.12, -0.57, -1.35, -1.42, -1.27, 0.55, -0.88, -1.16, 0.43, 0.27, 0.28, 0.37, 0.53, 0.31, 0.38, 0.25, 0.48, 0.21, 0.12, 0.12, 0.33, 0.38, 0.38, 0.30, 0.97, 0.40, 0.49, 0.34, 0.27, 0.34, 0.39, 0.26, 0.47, 0.18, 0.27, 0.43, 0.23, 0.04, 0.39, 0.27, 0.40, 0.31, 0.53, 0.46, 0.42, 0.38, 0.31, 0.42, 0.35, 0.37, 0.42, 0.12, 0.02, 0.06, -0.39, -0.62, -1.90, 0.34, 0.15, 0.27, 0.39, 0.64, 0.47, -1.17, 0.18, -1.13, 0.33, 0.31, 0.31, 0.30, 0.30, 0.39, -1.02, -0.48, 0.98, -0.19, -0.11, -0.75, -0.34, -0.62, 0.24, 0.38, 0.30, 0.34, 0.43]
}


2.
{
  "formula": "C49H61N3O8",
  "method": "ωB97M-V/def2-TZVPD",
  "homo_energy_ev": -9.0,
  "smiles": "C[N+](=O)[O-].C[N+](=O)[O-].C[N+](=O)[O-].c1ccccc1.c1ccccc1.c1ccccc1.c1ccccc1.c1ccccc1.c1ccccc1.c1ccccc1.COCCOC",
  "elements": ["C", "N", "O", "O", "H", "H", "H", "C", "N", "O", "O", "H", "H", "H", "C", "N", "O", "O", "H", "H", "H", "C", "C", "C", "C", "C", "C", "H", "H", "H", "H", "H", "H", "C", "C", "C", "C", "C", "C", "H", "H", "H", "H", "H", "H", "C", "C", "C", "C", "C", "C", "H", "H", "H", "H", "H", "H", "C", "C", "C", "C", "C", "C", "H", "H", "H", "H", "H", "H", "C", "C", "C", "C", "C", "C", "H", "H", "H", "H", "H", "H", "C", "C", "C", "C", "C", "C", "H", "H", "H", "H", "H", "H", "C", "C", "C", "C", "C", "C", "H", "H", "H", "H", "H", "H", "C", "O", "C", "C", "O", "C", "H", "H", "H", "H", "H", "H", "H", "H", "H", "H"],
  "xyz": [[-19.892, -11.381, 19.240], [-20.436, -12.742, 19.012], [-21.461, -13.048, 19.588], [-19.803, -13.456, 18.269], [-19.619, -10.980, 18.270], [-19.083, -11.435, 19.962], [-20.670, -10.746, 19.655], [-22.206, -9.111, 29.943], [-22.771, -9.691, 28.693], [-23.928, -9.456, 28.429], [-22.049, -10.428, 28.050], [-21.267, -8.605, 29.766], [-22.069, -9.960, 30.611], [-22.963, -8.462, 30.370], [-26.390, -9.901, 26.074], [-27.695, -9.685, 26.754], [-28.616, -10.439, 26.488], [-27.734, -8.800, 27.585], [-25.995, -9.015, 25.600], [-26.436, -10.739, 25.384], [-25.784, -10.297, 26.892], [-21.624, -12.243, 23.722], [-21.207, -11.472, 22.645], [-21.572, -10.138, 22.539], [-22.308, -9.562, 23.567], [-22.751, -10.324, 24.643], [-22.400, -11.659, 24.709], [-21.259, -13.252, 23.862], [-20.557, -11.947, 21.918], [-21.263, -9.565, 21.673], [-22.549, -8.503, 23.514], [-23.324, -9.875, 25.445], [-22.646, -12.295, 25.548], [-19.519, -3.809, 24.087], [-20.608, -4.639, 24.296], [-20.714, -5.841, 23.607], [-19.730, -6.200, 22.701], [-18.616, -5.394, 22.499], [-18.517, -4.202, 23.210], [-19.459, -2.850, 24.584], [-21.377, -4.357, 25.006], [-21.589, -6.450, 23.788], [-19.807, -7.094, 22.090], [-17.917, -5.648, 21.713], [-17.642, -3.568, 23.104], [-19.304, -15.530, 28.589], [-18.091, -15.432, 27.905], [-17.993, -14.661, 26.754], [-19.102, -13.918, 26.345], [-20.235, -13.864, 27.129], [-20.361, -14.703, 28.232], [-19.337, -16.134, 29.488], [-17.226, -15.944, 28.314], [-17.082, -14.623, 26.172], [-19.014, -13.278, 25.476], [-21.058, -13.197, 26.898], [-21.282, -14.733, 28.801], [-17.330, -11.232, 24.343], [-18.447, -10.412, 24.175], [-18.281, -9.054, 23.978], [-17.009, -8.506, 24.001], [-15.897, -9.304, 24.269], [-16.054, -10.680, 24.379], [-17.455, -12.297, 24.471], [-19.381, -10.956, 24.169], [-19.169, -8.464, 23.802], [-16.869, -7.460, 23.752], [-14.917, -8.847, 24.301], [-15.192, -11.340, 24.350], [-22.078, -6.452, 27.402], [-22.569, -7.052, 26.246], [-23.895, -6.861, 25.867], [-24.741, -6.081, 26.639], [-24.240, -5.489, 27.797], [-22.903, -5.631, 28.160], [-21.087, -6.724, 27.750], [-21.950, -7.745, 25.691], [-24.236, -7.387, 24.979], [-25.771, -5.885, 26.376], [-24.892, -4.878, 28.410], [-22.552, -5.221, 29.099], [-14.808, -13.967, 22.136], [-15.087, -15.140, 22.844], [-16.400, -15.497, 23.112], [-17.455, -14.701, 22.664], [-17.169, -13.545, 21.972], [-15.857, -13.154, 21.734], [-13.779, -13.720, 21.911], [-14.254, -15.701, 23.252], [-16.635, -16.449, 23.576], [-18.465, -15.024, 22.876], [-17.986, -12.905, 21.653], [-15.681, -12.220, 21.214], [-21.091, -7.424, 17.831], [-21.942, -8.124, 18.661], [-22.407, -7.539, 19.843], [-22.038, -6.229, 20.141], [-21.187, -5.533, 19.305], [-20.666, -6.142, 18.170], [-20.620, -7.890, 16.971], [-22.249, -9.139, 18.431], [-22.987, -8.149, 20.524], [-22.435, -5.826, 21.065], [-20.906, -4.522, 19.581], [-19.975, -5.625, 17.520], [-24.575, -13.498, 27.157], [-25.073, -13.006, 25.954], [-25.812, -13.962, 25.213], [-24.989, -15.091, 24.635], [-24.097, -14.554, 23.712], [-23.130, -15.490, 23.258], [-25.370, -13.670, 27.899], [-23.896, -12.757, 27.591], [-23.974, -14.412, 27.060], [-26.275, -13.425, 24.384], [-26.620, -14.341, 25.856], [-25.698, -15.783, 24.158], [-24.466, -15.634, 25.433], [-22.341, -15.602, 24.007], [-22.677, -15.060, 22.360], [-23.589, -16.434, 22.956]],
  "mulliken_charge": [-0.38, 1.02, -0.53, -0.59, 0.34, 0.27, -0.02, -0.97, 1.00, -0.51, -0.46, 0.31, 0.34, 0.32, -0.29, 0.96, -0.58, -0.57, 0.19, 0.20, 0.08, -1.07, -0.10, -0.44, -0.23, -0.08, 0.05, 0.90, 0.18, 0.27, 0.22, 0.47, -0.33, -0.48, -0.60, 0.00, -0.18, -1.03, -0.57, 0.40, 0.45, 0.28, 0.86, 0.51, 0.37, -0.49, -0.50, -0.52, 0.30, -0.14, -0.60, 0.34, 0.37, 0.47, -0.04, 0.39, 0.41, -0.35, 0.15, -0.30, -0.19, -0.83, -0.63, 0.25, 0.30, 0.36, 0.38, 0.39, 0.39, -0.59, 0.11, 0.08, -0.84, -0.38, -0.79, 0.53, 0.17, 0.51, 0.41, 0.40, 0.44, -0.50, -0.47, -0.52, -0.38, -0.06, -0.39, 0.40, 0.37, 0.43, 0.49, 0.16, 0.45, -0.61, -0.33, -0.38, -0.36, -0.46, -0.47, 0.35, 0.54, 0.53, 0.42, 0.39, 0.41, -0.73, 0.13, -0.72, -0.62, -0.18, -0.80, 0.35, -0.03, 0.29, 0.29, 0.42, 0.42, 0.37, 0.29, 0.16, 0.42]
}


DFT total energy values (in Ha) by entry order: -2546.0877; -2669.5671.